Below is a molecular structure, C24H26ClF5IN11O4PTm, with properties calculated with ωB97M-V with the def2-TZVPD basis set.

Computed properties:
Molecular weight   989.80 u
Highest occupied orbital energy (alpha / beta)   -0.43440 / -0.43453 Eh
HOMO-LUMO gap (alpha / beta)   6.702 / 6.704 eV
Relative energy (zero: lowest compared OMol25 entry of this formula, charge and spin)   16.68 kcal/mol
Charge   +2
Total energy   -4516.6898 Ha
Max |F|   5.47 eV/A
Multiplicity   3
Lowest unoccupied orbital energy (alpha / beta)   -5.119 / -5.120 eV

Element x y z (Å)
Tm 0.375 0.282 1.953
I -0.991 4.704 -0.850
Cl 2.096 7.085 3.193
P -1.833 0.820 -4.687
F 1.966 -4.099 4.090
F -1.964 -3.800 0.331
F 1.057 -1.662 3.188
F 0.702 -6.418 3.057
F -0.954 -6.162 0.929
O -0.764 -1.432 1.320
O -2.668 0.326 4.912
O -0.658 0.340 3.882
O 0.387 2.154 0.666
N -2.005 0.821 1.461
N 1.722 1.947 3.009
N 2.165 -1.055 -0.098
N -2.883 -1.793 -5.055
N 2.386 -0.021 0.778
N 4.169 -0.217 -0.689
N 3.660 0.410 0.425
N -1.346 -1.102 -6.824
N -2.660 0.857 2.731
N 4.312 1.483 0.980
N -0.557 -1.783 -4.557
C 2.077 4.389 2.968
C -3.238 -0.510 -4.460
C -0.345 -2.660 1.654
C -1.834 -2.505 -4.395
C 1.766 5.655 2.398
C 0.723 3.270 1.234
C 0.946 5.720 1.290
C -0.625 -0.349 -3.993
C -1.491 0.352 -6.493
C 0.513 -5.167 2.563
C 1.077 -4.035 3.063
C 3.203 -1.086 -0.947
C 3.065 2.940 4.693
C 0.684 -2.823 2.584
C 2.438 1.821 4.131
C -0.274 -1.774 -6.084
C 2.866 4.227 4.145
C 0.402 4.606 0.678
C -2.074 -0.178 6.142
C -0.861 -3.860 1.148
C -1.933 0.448 3.830
C -2.631 -1.693 -6.460
C -0.408 -5.063 1.554
C 1.506 3.215 2.430
H -2.321 0.730 -7.095
H 3.267 -1.764 -1.800
H 3.211 5.095 4.648
H 2.597 0.874 4.547
H 3.921 1.855 1.843
H -2.363 0.130 0.801
H 0.684 -1.235 -6.319
H -4.090 -0.078 -4.997
H -2.892 -0.309 6.856
H -3.455 -0.518 -3.384
H -0.681 -0.369 -2.911
H -2.094 -2.592 -3.355
H 0.863 6.680 0.797
H 0.414 0.037 -4.129
H -0.303 -2.827 -6.361
H -3.435 -1.133 -6.956
H -1.641 -3.502 -4.858
H -3.690 0.588 2.672
H 0.241 -2.276 -4.142
H 5.330 1.516 0.824
H -2.713 -2.697 -6.873
H -1.583 -1.097 5.932
H -1.315 0.592 6.510
H -0.660 1.017 -6.785
H 3.517 2.891 5.668
H -2.077 1.770 1.051

These are the Mulliken partial charges, in e, on atoms 1 to 8: number 1, Tm, carries 0.74; number 2, I, carries 0.06; number 3, Cl, carries -0.23; number 4, P, carries 0.08; number 5, F, carries -0.27; number 6, F, carries -0.32; number 7, F, carries -0.17; number 8, F, carries -0.26

***

Below is 2 unconnected molecules or ions with the total composition C4H10S2, with properties calculated with ωB97M-V with the def2-TZVPD basis set.

Computed properties:
Molecular weight   122.26 u
Highest occupied orbital energy (alpha / beta)   -0.42481 / -0.42479 Eh
HOMO-LUMO gap (alpha / beta)   6.336 / 2.619 eV
Relative energy (zero: lowest compared OMol25 entry of this formula, charge and spin)   70.78 kcal/mol
Charge   +1
Total energy   -954.3708 Ha
Max |F|   2.87 eV/A
Multiplicity   2
Lowest unoccupied orbital energy (alpha / beta)   -5.224 / -8.941 eV

Element x y z (Å)
S 0.969 -1.505 1.825
S -0.633 -2.656 2.398
C 0.694 3.518 -3.316
C -0.780 3.502 -3.292
C 0.663 -1.527 -0.043
C -1.379 3.151 -2.125
H -1.456 3.727 -4.114
H 0.686 -0.464 -0.294
H -0.806 2.865 -1.160
H 1.107 3.339 -2.286
H 1.152 2.863 -4.058
H 1.531 -2.185 -0.390
H -1.289 -1.455 2.955
H 1.157 4.488 -3.596
H -0.342 -1.924 -0.223
H -2.305 3.455 -1.743

These are the Mulliken partial charges, in e, on atoms 1 to 8: number 1, S, carries 0.35; number 2, S, carries -0.01; number 3, C, carries -0.91; number 4, C, carries 0.19; number 5, C, carries -0.68; number 6, C, carries -0.78; number 7, H, carries 0.32; number 8, H, carries 0.31

***

Below is a molecular structure, C6H7KMgO7, with properties calculated with ωB97M-V with the def2-TZVPD basis set.

Computed properties:
Molecular weight   254.52 u
Highest occupied orbital energy   -0.63661 Eh
HOMO-LUMO gap   8.020 eV
Relative energy (zero: lowest compared OMol25 entry of this formula, charge and spin)   61.98 kcal/mol
Charge   +2
Total energy   -1558.9487 Ha
Max |F|   4.67 eV/A
Multiplicity   1
Lowest unoccupied orbital energy   -9.303 eV

Element x y z (Å)
K 2.384 -2.605 -1.913
Mg -1.181 0.122 -1.927
O 2.240 0.896 0.229
O 0.693 1.538 1.651
O -2.058 -0.205 -0.086
O -2.121 1.329 1.584
O -0.713 1.443 -0.210
O 2.193 0.008 2.309
O -0.222 -1.540 -1.438
C 1.788 0.766 1.488
C -1.211 -1.848 0.264
C 1.632 2.062 -0.351
C 0.330 2.153 0.440
C -0.989 -2.650 -0.977
C -1.809 0.940 0.506
H 1.500 1.919 -1.426
H -0.070 3.146 0.661
H -2.074 -2.211 0.826
H -1.864 -2.892 -1.590
H -0.371 -3.536 -0.782
H -0.364 -1.762 0.950
H 2.287 2.927 -0.208

These are the Mulliken partial charges, in e, on atoms 1 to 8: number 1, K, carries 1.04; number 2, Mg, carries 0.96; number 3, O, carries -0.34; number 4, O, carries -0.34; number 5, O, carries -0.70; number 6, O, carries -0.38; number 7, O, carries -0.22; number 8, O, carries -0.46

***

Below is a gas-phase ion, C4H10NO (charge -1), with properties calculated with ωB97M-V with the def2-TZVPD basis set.

Computed properties:
Molecular weight   88.13 u
Highest occupied orbital energy   -0.07809 Eh
HOMO-LUMO gap   6.326 eV
Relative energy (zero: lowest compared OMol25 entry of this formula, charge and spin)   49.27 kcal/mol
Charge   -1
Total energy   -288.3131 Ha
Max |F|   6.29 eV/A
Multiplicity   1
Lowest unoccupied orbital energy   4.202 eV
Structure (SMILES)   CC[C@H](N)C[O-]

Element x y z (Å)
O 1.109 1.366 1.241
N -0.850 -0.061 1.387
C 0.135 -0.019 -1.023
C -1.327 -0.047 -1.611
C 0.177 -0.565 0.429
C 1.558 0.145 1.080
H -1.214 0.823 0.950
H 2.124 -0.269 1.912
H -1.495 0.229 -2.540
H -2.011 0.634 -0.993
H -0.393 0.151 2.233
H 2.326 0.053 0.316
H -1.711 -1.052 -1.481
H 0.399 0.912 -0.895
H 0.175 -1.619 0.508
H 0.999 -0.680 -1.513

These are the Mulliken partial charges, in e, on atoms 1 to 8: number 1, O, carries -0.84; number 2, N, carries -0.80; number 3, C, carries -0.65; number 4, C, carries -1.18; number 5, C, carries -0.17; number 6, C, carries -0.68; number 7, H, carries 0.28; number 8, H, carries 0.32

***

Below is a molecular structure, C28H25Br3N5O3RhS, with properties calculated with ωB97M-V with the def2-TZVPD basis set.

Computed properties:
Molecular weight   854.23 u
Highest occupied orbital energy (alpha / beta)   -0.46551 / -0.46549 Eh
HOMO-LUMO gap (alpha / beta)   3.944 / 3.989 eV
Relative energy (zero: lowest compared OMol25 entry of this formula, charge and spin)   54.20 kcal/mol
Charge   +2
Total energy   -9811.7665 Ha
Max |F|   1.30 eV/A
Multiplicity   1
Lowest unoccupied orbital energy (alpha / beta)   -8.723 / -8.678 eV

Element x y z (Å)
Rh 0.075 -0.205 0.065
Br 6.908 -1.157 -1.072
Br -2.497 0.235 6.771
Br 2.727 1.393 -3.812
S -1.735 1.039 -0.702
O 0.478 1.260 1.642
O -1.263 -0.670 1.735
O 1.076 0.172 -1.513
N 1.189 3.774 2.682
N 1.858 -1.274 0.520
N 1.368 3.665 4.911
N -1.077 1.395 -3.298
N -2.429 -0.290 -2.994
C -2.233 -0.273 -4.452
C 4.651 0.028 -2.236
C 3.387 6.737 3.044
C 3.502 -2.514 1.703
C -3.333 -1.239 -2.376
C -1.151 0.076 2.894
C 2.174 -2.084 1.532
C 3.504 6.656 4.444
C 2.871 5.667 5.162
C 1.108 -2.516 2.480
C 3.300 0.361 -2.363
C -1.258 0.901 -4.666
C 1.990 4.843 3.058
C 2.103 4.744 4.448
C -0.253 1.125 2.833
C 2.830 -0.882 -0.356
C 2.372 -0.088 -1.433
C -1.605 0.621 5.165
C 2.631 5.835 2.323
C -1.847 -0.189 4.055
C -1.728 0.664 -2.411
C 4.493 -2.094 0.858
C 0.837 3.131 3.855
C 4.178 -1.248 -0.222
C 5.090 -0.755 -1.192
C -0.058 1.970 3.911
C -0.731 1.688 5.101
C -2.291 -1.675 1.673
H -3.020 -2.255 -2.617
H -2.065 -2.488 2.363
H 2.941 5.602 6.239
H 3.904 7.529 2.520
H 1.377 1.574 1.841
H -3.191 -0.118 -4.949
H -2.547 -1.006 4.130
H 5.514 -2.418 1.007
H 0.859 -1.701 3.164
H 0.208 -2.795 1.937
H 4.101 7.394 4.962
H -4.346 -1.084 -2.748
H -0.380 2.069 -3.027
H 2.548 5.906 1.247
H 1.439 -3.364 3.073
H -2.295 -2.044 0.652
H -3.257 -1.233 1.911
H 3.731 -3.179 2.523
H 5.359 0.384 -2.971
H -1.679 1.681 -5.296
H 0.720 3.691 1.794
H -0.306 0.583 -5.087
H -3.325 -1.092 -1.300
H -0.555 2.329 5.953
H -1.826 -1.230 -4.779

These are the Mulliken partial charges, in e, on atoms 1 to 8: number 1, Rh, carries 0.84; number 2, Br, carries -0.11; number 3, Br, carries -0.13; number 4, Br, carries -0.11; number 5, S, carries -0.43; number 6, O, carries -0.95; number 7, O, carries 0.77; number 8, O, carries -0.57

***

Below is a gas-phase ion, C9H14N3OS (charge +1), with properties calculated with ωB97M-V with the def2-TZVPD basis set.

Computed properties:
Molecular weight   212.30 u
Highest occupied orbital energy (alpha / beta)   -0.39742 / -0.39372 Eh
HOMO-LUMO gap (alpha / beta)   6.752 / 7.379 eV
Relative energy (zero: lowest compared OMol25 entry of this formula, charge and spin)   34.97 kcal/mol
Charge   +1
Total energy   -988.6779 Ha
Max |F|   1.57 eV/A
Multiplicity   1
Lowest unoccupied orbital energy (alpha / beta)   -4.063 / -3.334 eV

Element x y z (Å)
S -0.984 0.576 -1.913
O 0.885 -0.458 -3.362
N 1.003 0.511 1.599
N 1.942 -1.009 0.133
N 0.211 -0.429 -2.185
C 0.568 0.489 -4.359
C -2.399 0.783 0.346
C -2.205 -0.775 2.184
C 2.227 1.045 2.154
C -1.147 -1.390 1.632
C -0.502 -0.909 0.356
C -2.823 0.357 1.572
C 0.904 -0.435 0.696
C -1.313 0.179 -0.297
H 1.988 1.924 2.746
H 1.798 -1.635 -0.649
H 0.134 0.841 2.006
H -2.918 1.575 -0.173
H -0.397 -1.736 -0.363
H 0.765 1.507 -4.005
H -0.480 0.403 -4.664
H 2.890 -0.724 0.341
H -0.702 -2.266 2.079
H -3.659 0.832 2.059
H -2.636 -1.160 3.094
H 2.920 1.343 1.368
H 1.219 0.248 -5.198
H 2.710 0.312 2.802

These are the Mulliken partial charges, in e, on atoms 1 to 8: number 1, S, carries -0.11; number 2, O, carries -0.26; number 3, N, carries -0.04; number 4, N, carries -0.29; number 5, N, carries 0.00; number 6, C, carries -0.66; number 7, C, carries -0.47; number 8, C, carries -0.33

***

Below is a molecular structure, C10F5N2OsS3, with properties calculated with ωB97M-V with the def2-TZVPD basis set.

Computed properties:
Molecular weight   529.55 u
Highest occupied orbital energy (alpha / beta)   -0.47435 / -0.48570 Eh
HOMO-LUMO gap (alpha / beta)   7.450 / 5.185 eV
Charge   +1
Total energy   -2274.7192 Ha
Max |F|   0.40 eV/A
Multiplicity   5
Lowest unoccupied orbital energy (alpha / beta)   -5.458 / -8.031 eV

Element x y z (Å)
Os -0.878 -0.966 0.604
S -1.906 -0.970 2.577
S -1.997 0.461 -0.846
S 0.859 -1.433 2.034
F 2.079 1.513 -4.891
F -0.132 3.053 -4.789
F 0.552 -0.944 -1.183
F -2.016 2.591 -2.916
F 2.445 -0.494 -3.089
N 2.236 -1.935 5.547
N -2.048 -1.341 6.333
C 0.398 0.064 -2.100
C -1.192 -1.392 5.568
C -0.933 1.844 -2.954
C -0.124 -1.469 4.623
C 0.033 2.083 -3.918
C 1.369 0.264 -3.048
C -0.766 0.822 -2.016
C 1.178 1.293 -3.971
C 1.183 -1.727 5.135
C -0.339 -1.317 3.300

These are the Mulliken partial charges, in e, on atoms 1 to 8: number 1, Os, carries 0.87; number 2, S, carries -0.08; number 3, S, carries -0.28; number 4, S, carries -0.25; number 5, F, carries -0.23; number 6, F, carries -0.23; number 7, F, carries -0.29; number 8, F, carries -0.27

***

Below is a molecular structure, C4H7NO2, with properties calculated with ωB97M-V with the def2-TZVPD basis set.

Computed properties:
Molecular weight   101.10 u
Highest occupied orbital energy   -0.33691 Eh
HOMO-LUMO gap   9.528 eV
Relative energy (zero: lowest compared OMol25 entry of this formula, charge and spin)   96.87 kcal/mol
Total energy   -361.7265 Ha
Max |F|   0.44 eV/A
Multiplicity   1
Lowest unoccupied orbital energy   0.360 eV

Element x y z (Å)
O 0.182 0.397 -1.421
O -0.972 -0.517 1.837
N -1.991 0.502 0.078
C 0.405 0.018 -0.025
C 1.243 -1.222 0.161
C -0.926 -0.051 0.712
C 1.059 1.356 -0.120
H 0.713 -2.114 -0.189
H 0.288 2.114 0.097
H 1.449 -1.346 1.228
H -1.949 0.742 -0.900
H -2.882 0.470 0.549
H 2.189 -1.119 -0.377
H 1.080 0.709 -1.718

These are the Mulliken partial charges, in e, on atoms 1 to 8: number 1, O, carries -0.48; number 2, O, carries -0.61; number 3, N, carries -0.34; number 4, C, carries 1.33; number 5, C, carries -1.56; number 6, C, carries 0.10; number 7, C, carries -0.59; number 8, H, carries 0.33